6 unconnected molecules or ions with the total composition H13NO5 at a distorted geometry. Source: OMol25; level of theory: the ωB97M-V functional and the def2-TZVPD basis.

Output
Energy relative to the best compared isomer or geometry (same formula, charge and spin) ... 31.7 kcal/mol
SMILES string ... N.O.O.O.O.O
Calculated total energy ... -11938.4996 eV
Strongest force on any atom ... 1.6 eV/A
Frontier orbital gap ... 11.030 eV
Charge ... 0

Last column: Löwdin charge in e.
Geometry (Å):
N 1.216 0.487 -3.478  0.0313
H 1.130 1.078 -4.274  0.0127
H 2.103 0.717 -3.049  0.0279
H 1.092 -0.490 -3.638  0.0219
O -1.090 -2.695 -0.219  -0.0637
H -0.690 -3.521 -0.525  0.0437
H -0.390 -2.030 -0.153  -0.0036
O -1.760 -1.329 3.316  -0.0752
H -1.651 -2.014 2.646  0.0161
H -1.976 -1.856 4.114  0.0474
O 0.335 -0.167 -0.761  -0.0829
H -0.573 -0.141 -0.446  0.0393
H 0.572 0.485 -1.455  0.0188
O 2.251 0.860 1.503  -0.0901
H 2.897 0.177 1.791  0.0473
H 1.423 0.393 1.287  0.0078
O -1.168 3.112 -0.305  -0.0848
H -1.118 2.455 0.425  0.0415
H -0.253 3.167 -0.660  0.0445